C2H4N2OS | ωB97M-V/def2-TZVPD

Values from the calculation:
- ΔE to the lowest compared entry with this formula, charge and spin (kcal per mole) = 124.06
- gap between HOMO and LUMO (spin up / spin down) (eV) = 7.1 / 7.6
- E_HOMO (spin up / spin down) (eV) = -7.825 / -7.816
- LUMO (spin up / spin down) (Eh) = -0.0248 / -0.0087
- spin multiplicity = 1

Geometry as XYZ:
```
10
Properties=species:S:1:pos:R:3:forces:R:3
C 0.580631 -1.582167 -0.148038 -1.335 -0.651 -0.211
C -0.727801 -1.301226 0.373176 -2.378 -0.200 0.200
N -0.137703 0.963336 0.336706 1.685 2.314 0.199
N 0.328012 2.117954 -0.203966 -1.828 0.034 0.230
O 1.514932 -0.829937 -0.350959 -0.019 -0.794 -0.170
S -1.481620 0.182054 0.159560 1.058 -0.042 -0.115
H 0.446805 -2.647169 -0.480736 1.371 0.130 0.021
H -1.519256 -2.044965 0.585508 1.083 -0.091 -0.173
H -0.344305 2.928414 -0.230545 1.511 -0.968 -0.066
H 1.340305 2.213706 -0.040707 -1.147 0.268 0.084
```
Positions in Å, forces in eV/Å.

***

C6H11NO | ωB97M-V/def2-TZVPD

Values from the calculation:
- ΔE to the lowest compared entry with this formula, charge and spin (kcal per mole) = 232.90
- gap between HOMO and LUMO (eV) = 5.3
- E_HOMO (eV) = -7.968
- LUMO (Eh) = -0.0965
- spin multiplicity = 1

Geometry as XYZ:
```
19
Properties=species:S:1:pos:R:3:forces:R:3
C 0.902910 0.508645 2.345950 1.044 -2.474 -4.569
C 1.151009 1.074949 0.930899 -0.170 2.839 0.573
C 0.001201 1.197009 -0.036136 0.882 -3.103 -3.286
C -0.213247 0.060068 -0.912981 0.655 1.835 4.964
C -1.034503 -0.047581 -1.972906 -1.497 -1.208 -1.640
C -1.247936 -1.457977 -2.587750 1.037 -0.457 -0.237
O -1.811735 -2.358475 -1.719549 0.365 2.314 -0.181
N 1.971903 1.044336 3.402089 -3.564 1.522 -2.580
H 0.915788 1.561070 2.988986 2.776 1.432 4.115
H -0.167605 0.506358 2.323317 -1.274 0.276 1.690
H 1.622366 2.059769 1.074384 -0.420 0.153 -0.032
H 1.924931 0.570837 0.451588 1.194 -1.370 -0.802
H -0.357545 2.139660 -0.431284 -0.360 0.261 0.654
H 0.161806 -0.891144 -0.541708 0.375 0.016 -0.182
H -1.610897 0.811879 -2.361027 0.277 -0.428 0.301
H -1.796366 -1.215865 -3.502204 -0.417 -0.616 -0.313
H -0.214179 -1.844904 -2.907577 -0.758 0.769 0.018
H 1.719979 0.342175 4.079112 -0.251 0.220 1.130
H 1.135666 -0.493074 2.165728 0.107 -1.980 0.376
```
Positions in Å, forces in eV/Å.

***

C39H49N8O8PS | ωB97M-V/def2-TZVPD

Values from the calculation:
- gap between HOMO and LUMO (eV) = 5.7
- E_HOMO (eV) = -7.796
- LUMO (Eh) = -0.0766
- spin multiplicity = 1
- SMILES = O=C1OC(=O)C(P(O)O)=C1CCCS(=O)(=O)O.c1cc[nH]c1.c1cc[nH]c1.c1cc[nH]c1.c1cc[nH]c1.c1cc[nH]c1.c1cc[nH]c1.c1cc[nH]c1.c1cc[nH]c1

Geometry as XYZ:
```
106
Properties=species:S:1:pos:R:3:forces:R:3
O 2.755224 -1.741500 3.051442 -0.026 -0.761 -0.202
C 2.644635 -0.577112 3.204460 -0.056 0.751 0.127
O 3.629550 0.180064 3.793744 0.013 -0.018 0.024
C 3.176539 1.494663 3.876225 -0.411 -0.598 -0.268
O 3.826843 2.336518 4.381995 0.406 0.629 0.256
C 1.834085 1.569907 3.232581 0.172 -0.231 0.027
P 1.048844 3.228454 3.046365 -0.165 -0.218 0.081
O 0.271876 2.765806 1.657145 -0.389 0.231 -0.157
O -0.190583 3.092882 4.122339 0.051 0.285 -0.017
C 1.507938 0.331344 2.832282 -0.286 0.398 -0.187
C 0.294907 -0.190775 2.119163 0.222 -0.228 0.291
C -1.020560 0.168972 2.827720 -0.009 -0.181 -0.137
C -2.155906 -0.784213 2.435853 0.119 0.119 0.171
S -3.719885 -0.024549 2.777660 -0.126 0.045 -0.332
O -4.762260 -0.974093 2.565448 0.214 0.124 0.032
O -3.755797 1.267128 2.145986 0.032 -0.090 0.198
O -3.648798 0.194485 4.352074 0.065 0.059 0.093
H -0.376576 3.428626 1.379047 0.386 0.081 -0.156
H -1.026403 2.894516 3.682020 0.037 -0.187 0.139
H 0.304997 0.212062 1.101155 -0.072 -0.130 0.126
H 0.379983 -1.281848 2.062002 0.107 0.150 -0.095
H -0.860934 0.154913 3.910601 -0.140 0.014 -0.108
H -1.324767 1.167847 2.520246 0.125 0.008 0.095
H -2.151746 -1.719634 3.003151 0.074 0.063 -0.205
H -2.153716 -0.987362 1.358610 -0.077 -0.045 0.115
H -3.311098 1.080058 4.557814 -0.128 -0.078 -0.051
C 4.342465 2.606076 -1.285856 -0.132 -0.008 -0.056
C 5.588012 1.945453 -1.449510 0.028 -0.067 -0.043
C 5.927509 1.412473 -0.234660 0.092 -0.051 0.122
N 4.941101 1.727891 0.658706 -0.116 -0.051 -0.156
C 3.965144 2.451220 0.019869 0.066 -0.021 0.111
H 3.785917 3.133112 -2.042852 0.002 -0.003 0.007
H 6.169029 1.876281 -2.355347 0.026 0.053 0.018
H 6.790159 0.843631 0.071153 0.024 0.051 0.029
H 4.946183 1.467605 1.629039 0.038 0.061 -0.011
H 3.087874 2.802024 0.537449 0.026 0.008 0.041
C 8.306198 -3.119752 -1.818620 -0.009 -0.015 0.002
C 7.750246 -3.157694 -3.126943 0.022 0.008 0.025
C 6.963490 -2.045783 -3.263533 -0.042 0.040 -0.007
N 7.018326 -1.342266 -2.092023 -0.013 0.048 -0.040
C 7.835034 -1.988954 -1.205912 0.008 -0.006 -0.012
H 8.970592 -3.842520 -1.375460 -0.006 0.000 0.003
H 7.907575 -3.914487 -3.877023 0.004 0.005 0.001
H 6.367108 -1.695205 -4.088404 0.000 -0.073 -0.028
H 6.526939 -0.483419 -1.915639 -0.039 -0.016 0.062
H 8.011211 -1.599911 -0.217516 -0.011 -0.024 0.013
C -9.742738 -1.796962 1.451983 0.017 -0.018 0.016
C -9.383342 -2.992960 2.130801 -0.002 0.001 0.000
C -8.057568 -2.886781 2.463727 0.007 -0.019 0.021
N -7.603588 -1.679230 2.015847 -0.056 0.008 -0.028
C -8.621607 -1.009622 1.398391 0.008 0.048 -0.021
H -10.709848 -1.545417 1.049432 0.003 0.004 -0.001
H -10.022851 -3.832319 2.348143 0.003 -0.001 0.001
H -7.403192 -3.567485 2.981369 -0.007 -0.003 -0.004
H -6.661973 -1.339619 2.124445 -0.066 -0.027 -0.003
H -8.465775 -0.032724 0.971956 -0.004 0.013 -0.014
C 6.676551 -4.985204 2.971554 0.007 0.002 -0.004
C 6.425592 -4.761992 1.590495 0.013 -0.007 -0.005
C 5.734926 -3.583502 1.487835 -0.011 0.022 -0.010
N 5.560407 -3.087646 2.749747 0.130 0.013 0.014
C 6.130839 -3.933600 3.659791 -0.006 0.015 0.003
H 7.197336 -5.820976 3.408445 -0.002 0.003 -0.001
H 6.718299 -5.391416 0.766860 0.003 0.009 -0.005
H 5.358657 -3.061099 0.624500 0.007 -0.011 -0.015
H 5.069978 -2.242682 2.978202 -0.103 -0.090 0.019
H 6.100459 -3.718189 4.714192 -0.003 -0.009 -0.001
C -3.129865 4.186821 -2.724270 0.037 -0.045 -0.018
C -1.776749 3.750227 -2.708801 -0.018 -0.030 -0.049
C -1.421510 3.563657 -1.400503 -0.068 -0.053 0.078
N -2.510726 3.873739 -0.623553 0.010 -0.027 0.012
C -3.552876 4.250176 -1.424471 -0.001 0.038 0.030
H -3.722157 4.421473 -3.592784 0.016 0.012 0.000
H -1.139933 3.586468 -3.561871 0.001 -0.005 0.002
H -0.493112 3.224773 -0.969657 0.040 0.080 0.012
H -2.564049 3.830133 0.377554 -0.072 -0.084 -0.021
H -4.499262 4.533378 -0.996275 0.013 0.047 -0.006
C -2.182291 -1.519735 -2.670517 0.015 -0.018 -0.002
C -1.095691 -2.181012 -2.034313 -0.061 0.009 0.024
C -0.433059 -1.246617 -1.285426 0.000 0.029 0.045
N -1.076155 -0.045037 -1.446699 -0.006 -0.069 0.094
C -2.141930 -0.205412 -2.290688 -0.020 0.025 0.014
H -2.907323 -1.959714 -3.334341 0.000 0.000 0.005
H -0.831543 -3.221907 -2.118766 0.003 -0.002 0.001
H 0.440108 -1.339918 -0.662341 0.042 0.010 -0.061
H -0.806184 0.826881 -1.027930 -0.009 0.027 -0.110
H -2.775626 0.626125 -2.548746 0.017 0.028 0.005
C 2.059470 -2.294866 -4.811102 -0.003 -0.018 -0.001
C 1.953696 -2.019061 -6.202410 -0.005 -0.003 0.018
C 3.006706 -1.212572 -6.540243 0.004 0.017 0.005
N 3.742777 -0.990169 -5.407900 0.034 0.002 0.007
C 3.174336 -1.648371 -4.350180 -0.005 0.042 0.001
H 1.393019 -2.898974 -4.218261 -0.004 0.022 -0.002
H 1.191381 -2.373131 -6.876042 0.003 -0.001 0.004
H 3.293008 -0.780966 -7.483981 -0.005 -0.004 0.002
H 4.571428 -0.426618 -5.361518 -0.026 -0.001 -0.011
H 3.609607 -1.600994 -3.366201 0.000 -0.016 -0.001
C -7.826646 2.911732 0.983777 -0.011 0.027 0.007
C -9.059599 3.412739 0.483307 -0.016 -0.004 0.002
C -8.819779 3.910250 -0.769446 0.009 0.002 -0.012
N -7.491421 3.730688 -1.045243 0.005 0.026 0.019
C -6.879744 3.123910 0.017985 0.067 -0.027 0.002
H -7.656188 2.448462 1.941466 -0.002 -0.003 0.001
H -10.012477 3.405368 0.985438 0.003 -0.006 -0.003
H -9.478934 4.371105 -1.484902 -0.003 -0.001 0.008
H -7.037383 3.999164 -1.899043 -0.021 -0.044 0.000
H -5.830379 2.884320 -0.002856 -0.007 -0.064 0.000
```
Positions in Å, forces in eV/Å.

***

C4H13NO3P | ωB97M-V/def2-TZVPD

Values from the calculation:
- ΔE to the lowest compared entry with this formula, charge and spin (kcal per mole) = 34.87
- gap between HOMO and LUMO (eV) = 8.3
- E_HOMO (eV) = -12.916
- LUMO (Eh) = -0.1680
- net charge = +1
- spin multiplicity = 1

Geometry as XYZ:
```
22
Properties=species:S:1:pos:R:3:forces:R:3
C -1.260941 -1.757877 -0.766494 -0.012 2.344 2.551
C 1.429225 -0.940508 1.972762 2.836 -0.920 -4.218
C 0.749377 2.520989 -0.425204 0.297 1.133 1.265
C -0.310855 -0.933122 -2.785906 -0.433 -1.982 0.838
N -0.609696 -0.739545 -1.553211 1.579 -0.221 -2.829
O -1.608584 1.220924 1.994245 -2.658 0.093 1.863
O 0.135088 -0.500372 1.742047 -1.164 1.302 0.382
O -0.030778 1.512180 0.137511 -1.332 -2.606 2.647
P -0.056601 1.164632 1.866298 2.066 -0.285 -1.888
H -0.608465 -2.075030 0.045936 0.082 0.264 0.098
H -2.062724 -1.105622 -0.274578 0.289 -1.911 -0.643
H -1.430509 -2.614091 -1.359813 -1.084 -0.585 -0.698
H 1.741954 -1.210343 2.918170 -0.255 -0.442 2.471
H 2.206344 -0.196979 1.625615 -0.750 -0.471 0.247
H 1.667062 -1.872669 1.304091 -0.698 1.533 1.089
H 0.215432 2.598150 -1.386110 1.062 0.998 0.009
H 1.802216 2.119517 -0.471052 -0.816 1.100 -0.361
H 0.634154 3.458337 0.271509 0.641 -1.340 -1.853
H 0.044945 -0.147942 -3.395347 0.566 0.795 -0.416
H -0.385614 -1.972386 -3.202583 -0.321 1.221 0.257
H -1.977450 1.301405 2.936175 0.884 -0.148 -1.980
H -0.283579 0.170353 -1.194061 -0.780 0.128 1.168
```
Positions in Å, forces in eV/Å.